Computed, not measured: C32H34N3OS2Zr as an isolated structure, with ωB97M-V/def2-TZVPD.

**HOMO**: -16.645 eV
**Orbital gap**: 0.2420 hartree
**ΔE to the lowest compared entry with this formula, charge and spin**: 0.058 eV
**Calculated total energy**: -2321.86630 a.u.
**Lowest unoccupied orbital energy**: -10.06 eV

```
! RIJCOSX wB97M-V def2-TZVPD def2/J DEFGRID3
* xyz 3 1
Zr -0.029 0.570 -0.162
C -1.092 1.669 -3.848
C 0.036 0.744 -3.418
C -0.321 -0.717 -3.414
C 0.073 -1.525 -4.469
C -0.314 -2.859 -4.513
C -1.095 -3.391 -3.505
C -1.518 -2.619 -2.421
C -2.392 -3.267 -1.374
C -3.820 -3.504 -1.870
C -1.120 -1.282 -2.415
N -1.467 -0.412 -1.305
C -2.717 -0.206 -0.897
C -2.927 0.599 0.216
C -4.091 1.025 0.856
C -3.699 1.866 1.900
C -2.315 1.928 1.866
N -1.799 1.176 0.858
H -0.772 2.711 -3.873
H -1.969 1.581 -3.201
H -1.417 1.400 -4.853
H 0.452 1.080 -2.438
H 0.915 0.894 -4.049
H 0.678 -1.110 -5.265
H -0.002 -3.483 -5.339
H -1.388 -4.433 -3.549
H -2.404 -2.682 -0.450
H -1.946 -4.226 -1.101
H -4.320 -2.573 -2.148
H -4.423 -4.003 -1.114
H -3.818 -4.131 -2.761
H -3.543 -0.668 -1.431
H -5.099 0.751 0.579
H -4.340 2.376 2.599
H -1.669 2.490 2.524
S -0.391 5.139 -1.166
C 1.232 4.870 -0.702
C 1.431 3.561 -0.436
N 0.290 2.782 -0.543
C -0.744 3.524 -0.934
H 1.947 5.676 -0.661
H 2.359 3.113 -0.120
H -1.739 3.126 -1.080
O 1.782 -0.214 -0.648
S 3.174 -0.846 -0.286
C 4.012 0.456 0.611
C 3.465 0.914 1.934
C 2.170 1.395 2.135
C 1.741 1.884 3.352
C 2.627 1.899 4.426
C 3.914 1.416 4.260
C 4.330 0.931 3.024
C 2.744 -2.084 0.976
C 1.499 -1.787 1.762
C 0.236 -1.835 1.129
C -0.922 -1.631 1.880
C -0.839 -1.357 3.245
C 0.399 -1.338 3.859
C 1.566 -1.549 3.120
H 4.084 1.246 -0.145
H 5.026 0.059 0.718
H 1.449 1.378 1.308
H 0.731 2.252 3.478
H 2.312 2.292 5.383
H 4.609 1.425 5.089
H 5.349 0.582 2.906
H 3.633 -2.142 1.608
H 2.671 -3.011 0.406
H 0.156 -2.227 0.114
H -1.889 -1.747 1.408
H -1.741 -1.214 3.825
H 0.470 -1.175 4.926
H 2.525 -1.533 3.624
*
```



Computed, not measured: C32H34N4O3Pt as an isolated structure, with ωB97M-V/def2-TZVPD.

**HOMO**: -7.323 eV
**Orbital gap**: 0.2378 hartree
**ΔE to the lowest compared entry with this formula, charge and spin**: 0.996 eV
**Calculated total energy**: -1803.89567 a.u.
**Lowest unoccupied orbital energy**: -0.85 eV

```
! RIJCOSX wB97M-V def2-TZVPD def2/J DEFGRID3
* xyz 0 1
Pt -0.978 1.264 0.934
O -5.691 0.070 -1.882
C -5.777 -0.514 -0.677
C -6.777 -1.472 -0.491
C -6.923 -2.108 0.726
C -6.078 -1.804 1.789
C -5.083 -0.860 1.608
C -4.908 -0.209 0.386
C -3.797 0.766 0.238
O -2.974 0.867 1.242
N -3.724 1.438 -0.874
N -2.617 2.271 -0.866
C -2.846 3.514 -0.884
C -1.769 4.464 -0.572
C -1.631 5.635 -1.311
C -0.726 6.621 -0.959
C 0.024 6.448 0.197
C -0.114 5.302 0.960
C -0.990 4.262 0.594
O -1.088 3.227 1.418
H -4.958 0.737 -1.829
H -7.429 -1.692 -1.326
H -7.708 -2.844 0.850
H -6.200 -2.291 2.747
H -4.416 -0.596 2.419
H -3.864 3.891 -1.017
H -2.265 5.771 -2.180
H -0.627 7.518 -1.556
H 0.713 7.220 0.518
H 0.432 5.193 1.891
C 5.981 2.381 0.211
C 5.256 1.052 0.003
C 5.461 0.603 -1.450
C 5.859 0.009 0.955
C 3.762 1.171 0.277
C 3.146 2.354 0.661
C 1.780 2.392 0.879
N 1.011 1.316 0.733
C 1.581 0.145 0.373
C 2.938 0.054 0.142
C 0.642 -0.989 0.282
C 1.013 -2.281 -0.054
C 0.068 -3.299 -0.091
C -1.240 -2.948 0.237
C -1.557 -1.647 0.560
N -0.634 -0.679 0.574
C 0.409 -4.735 -0.465
C 0.046 -5.655 0.708
C -0.410 -5.130 -1.703
C 1.894 -4.910 -0.784
H 7.043 2.248 0.004
H 5.886 2.738 1.238
H 5.607 3.155 -0.462
H 6.527 0.516 -1.663
H 5.031 1.325 -2.146
H 5.002 -0.368 -1.643
H 6.930 -0.083 0.771
H 5.411 -0.975 0.815
H 5.715 0.302 1.997
H 3.707 3.267 0.792
H 1.267 3.295 1.173
H 3.361 -0.897 -0.148
H 2.045 -2.486 -0.288
H -2.035 -3.681 0.239
H -2.560 -1.347 0.825
H -1.016 -5.603 0.949
H 0.610 -5.389 1.604
H 0.280 -6.690 0.452
H -1.481 -5.066 -1.515
H -0.180 -6.160 -1.983
H -0.175 -4.484 -2.550
H 2.524 -4.666 0.074
H 2.201 -4.295 -1.632
H 2.085 -5.951 -1.047
*
```